A molecular structure, C9H19N in a non-equilibrium geometry, computed with the ωB97M-V functional and the def2-TZVPD basis.

Calculated values
ΔE to the lowest compared entry with this formula, charge and spin, kcal per mole: 107.5
E_HOMO, eV: -6.476
2S+1: 1
Energy, Eh: -408.88464
Kohn-Sham gap, Ha: 0.268

```
29
C9H19N (the ωB97M-V functional and the def2-TZVPD basis)
C -0.17 -1.20 -1.50
C 1.22 -1.25 -1.22
C -1.03 -2.41 -1.64
C -0.85 -1.06 1.16
N -0.70 -0.02 -1.97
H -1.71 0.08 -1.90
H -0.21 0.81 -1.71
H 1.85 -0.76 -1.95
H 1.60 -2.24 -0.99
H 1.41 -0.24 -0.27
H -1.06 -2.72 -2.69
H -2.06 -2.22 -1.33
H -0.65 -3.23 -1.03
H -1.11 -0.97 2.21
H -0.17 -1.90 1.11
H -1.79 -1.16 0.61
C 1.06 0.76 2.13
C -1.32 1.59 1.21
C 1.65 2.14 -0.11
C -0.12 0.69 1.20
C 1.14 0.95 0.65
H 1.43 -0.14 2.60
H 1.14 1.64 2.78
H -2.12 1.19 1.83
H -1.72 1.70 0.20
H -1.06 2.58 1.59
H 0.98 2.42 -0.93
H 2.62 1.93 -0.58
H 1.77 3.01 0.54
```

3 unconnected molecules or ions with the total composition C9H19N in a non-equilibrium geometry, computed with the ωB97M-V functional and the def2-TZVPD basis.

Calculated values
ΔE to the lowest compared entry with this formula, charge and spin, kcal per mole: 101.8
E_HOMO, eV: -6.689
2S+1: 1
Energy, Eh: -408.89362
Kohn-Sham gap, Ha: 0.276

```
29
C9H19N (the ωB97M-V functional and the def2-TZVPD basis)
C 0.10 0.45 0.53
C -0.49 -1.96 -0.20
C 0.31 -0.09 -0.73
C 0.95 0.01 1.69
C -1.22 1.07 0.89
C -0.68 -2.52 -1.60
C -1.72 -2.10 0.66
C 1.22 2.10 -0.44
N 2.51 2.27 0.03
C 0.68 2.85 -1.40
H 0.39 -2.38 0.28
H 3.03 3.07 -0.33
H 2.65 2.15 1.02
H -0.38 0.18 -1.53
H 1.30 -0.43 -1.01
H 1.90 -0.41 1.36
H -1.74 0.49 1.65
H 0.42 -0.72 2.30
H 1.16 0.87 2.34
H -1.03 2.06 1.31
H -1.87 1.18 0.03
H -1.49 -1.99 -2.12
H 0.22 -2.44 -2.20
H -0.97 -3.58 -1.57
H -1.55 -1.82 1.70
H -2.56 -1.52 0.26
H -2.06 -3.15 0.69
H 1.18 3.73 -1.80
H -0.28 2.62 -1.83
```

2 unconnected molecules or ions with the total composition C9H19N2, computed with the ωB97M-V functional and the def2-TZVPD basis.

Calculated values
ΔE to the lowest compared entry with this formula, charge and spin, kcal per mole: 74.0
E_HOMO, eV: -11.896
Charge: +1
2S+1: 1
Energy, Eh: -463.50595
Kohn-Sham gap, Ha: 0.321

```
30
C9H19N2 (the ωB97M-V functional and the def2-TZVPD basis)
C 1.13 -2.42 -0.45
C -0.17 -2.61 -0.34
C 2.65 0.21 -0.86
C -2.14 1.49 -1.43
C -0.01 1.86 1.11
C -0.24 -0.74 2.15
C -1.18 -1.58 0.08
C -0.70 1.01 -1.17
C -0.45 0.73 0.27
N 3.87 0.25 -0.42
N -0.61 -0.44 0.78
H 1.78 -3.22 -0.77
H 1.60 -1.46 -0.26
H -0.61 -3.57 -0.57
H 2.65 0.12 -1.96
H -2.36 2.37 -0.84
H -2.24 1.74 -2.48
H -2.86 0.72 -1.19
H -0.26 2.81 0.64
H -0.44 1.84 2.11
H 1.08 1.83 1.21
H -1.05 -0.47 2.84
H -0.06 -1.81 2.24
H 0.66 -0.21 2.43
H -1.91 -2.05 0.76
H -1.74 -1.25 -0.80
H -0.01 1.81 -1.47
H -0.48 0.14 -1.78
H 4.72 0.20 -0.98
H 4.05 0.34 0.58
```